Entry 1:
{"formula": "C35H57IN8O5S", "method": "ωB97M-V/def2-TZVPD", "symbols": ["N", "C", "C", "C", "O", "O", "C", "O", "O", "C", "S", "C", "C", "O", "I", "H", "H", "H", "H", "H", "H", "H", "H", "C", "C", "C", "C", "N", "H", "H", "H", "H", "H", "H", "H", "C", "C", "C", "C", "N", "H", "H", "H", "H", "H", "H", "H", "C", "C", "C", "C", "N", "H", "H", "H", "H", "H", "H", "H", "C", "C", "C", "C", "N", "H", "H", "H", "H", "H", "H", "H", "C", "C", "C", "C", "N", "H", "H", "H", "H", "H", "H", "H", "C", "C", "C", "C", "N", "H", "H", "H", "H", "H", "H", "H", "C", "C", "C", "C", "N", "H", "H", "H", "H", "H", "H", "H"], "coordinates": [[-2.24, -0.95, 4.23], [-1.26, -0.47, 3.23], [-0.14, -1.50, 2.74], [0.82, -2.05, 3.89], [0.83, -3.26, 4.23], [-1.77, 0.03, 1.93], [-0.92, 1.16, 1.58], [-0.95, 1.87, 0.57], [0.02, 1.37, 2.67], [-0.83, 0.96, 3.82], [-2.26, 2.14, 3.66], [0.15, 1.05, 5.08], [-0.32, 2.05, 6.23], [-1.43, 2.09, 6.77], [1.21, 3.49, 6.94], [-1.98, -1.89, 4.59], [-2.25, -0.36, 5.08], [-0.70, -2.42, 2.32], [0.53, -1.12, 1.90], [1.55, -1.31, 4.39], [-1.80, 3.47, 3.67], [0.21, 0.00, 5.58], [1.18, 1.40, 4.69], [0.50, -5.23, 6.78], [-0.35, -5.52, 8.02], [-1.85, -5.41, 7.74], [-2.18, -4.01, 7.29], [-2.43, -2.92, 6.94], [0.36, -4.21, 6.43], [1.56, -5.35, 7.01], [0.25, -5.92, 5.97], [-0.06, -4.83, 8.82], [-0.13, -6.53, 8.38], [-2.42, -5.63, 8.65], [-2.15, -6.11, 6.96], [-0.93, 1.25, -2.31], [-1.44, 1.59, -3.70], [-1.71, 0.35, -4.55], [-0.44, -0.43, -4.72], [0.56, -1.05, -4.84], [0.02, 0.73, -2.34], [-0.78, 2.16, -1.72], [-1.65, 0.62, -1.77], [-0.70, 2.23, -4.20], [-2.36, 2.17, -3.62], [-2.08, 0.64, -5.54], [-2.47, -0.28, -4.08], [4.76, 1.88, -7.21], [3.91, 1.63, -5.96], [2.41, 1.74, -6.23], [2.08, 3.13, -6.71], [1.82, 4.22, -7.09], [4.62, 2.90, -7.58], [5.82, 1.76, -6.97], [4.50, 1.18, -8.01], [4.20, 2.34, -5.18], [4.12, 0.63, -5.58], [1.84, 1.54, -5.32], [2.09, 1.02, -6.99], [-0.34, 6.98, 2.84], [-1.36, 7.81, 3.62], [-2.01, 7.03, 4.76], [-2.74, 5.83, 4.22], [-3.31, 4.89, 3.79], [-0.80, 6.12, 2.36], [0.12, 7.58, 2.06], [0.46, 6.62, 3.50], [-2.13, 8.16, 2.93], [-0.86, 8.69, 4.03], [-2.72, 7.67, 5.30], [-1.26, 6.69, 5.48], [0.71, -6.06, -2.61], [0.02, -4.87, -3.27], [0.39, -3.53, -2.63], [-0.02, -3.53, -1.18], [-0.34, -3.53, -0.05], [0.41, -6.17, -1.57], [0.44, -6.99, -3.12], [1.80, -5.96, -2.65], [-1.06, -5.02, -3.23], [0.30, -4.84, -4.33], [-0.11, -2.72, -3.14], [1.47, -3.36, -2.69], [-3.40, 6.51, -7.82], [-2.04, 6.22, -7.19], [-1.54, 4.80, -7.48], [-2.51, 3.80, -6.91], [-3.26, 3.01, -6.47], [-4.18, 5.86, -7.42], [-3.70, 7.54, -7.62], [-3.37, 6.37, -8.91], [-2.11, 6.38, -6.11], [-1.31, 6.94, -7.58], [-0.56, 4.65, -7.02], [-1.44, 4.63, -8.55], [2.05, -4.99, 1.21], [2.39, -6.20, 2.07], [3.87, -6.59, 2.00], [4.24, -6.94, 0.59], [4.53, -7.22, -0.52], [2.24, -5.19, 0.15], [1.00, -4.73, 1.31], [2.65, -4.12, 1.50], [1.77, -7.05, 1.76], [2.13, -5.98, 3.11], [4.06, -7.45, 2.64], [4.50, -5.76, 2.34]], "mulliken_charge": [-0.574, 0.909, -0.585, -0.150, -0.498, -0.352, 0.288, -0.516, -0.453, 0.525, -0.027, -0.437, 0.029, -0.445, -0.046, 0.291, 0.346, 0.314, 0.345, 0.305, 0.117, 0.102, 0.420, -0.875, -0.501, -0.447, 0.341, -0.503, 0.136, 0.366, 0.272, 0.307, 0.321, 0.310, 0.278, -1.198, -0.253, -0.410, 0.363, -0.604, 0.285, 0.389, 0.316, 0.149, 0.372, 0.321, 0.350, -1.151, -0.636, 0.183, 0.308, -0.532, 0.352, 0.338, 0.296, 0.310, 0.357, -0.145, 0.299, -1.074, -0.427, -0.316, 0.383, -0.576, 0.310, 0.333, 0.286, 0.301, 0.308, 0.308, 0.239, -1.121, -0.626, 0.344, 0.276, -0.543, 0.260, 0.376, 0.315, 0.328, 0.357, -0.366, 0.359, -1.142, -0.567, 0.042, 0.279, -0.530, 0.335, 0.336, 0.299, 0.292, 0.346, -0.070, 0.379, -0.864, -0.290, -0.496, 0.275, -0.472, 0.324, 0.199, 0.284, 0.293, 0.135, 0.325, 0.282], "orbital_gap_ev": 9.065, "e_homo_ha": -0.337, "max_force_ev_per_a": 5.16, "smiles": "N[C@@]1(CC=O)OC(=O)O[C@]1(S)CC(=O)I.CCCC#N.CCCC#N.CCCC#N.CCCC#N.CCCC#N.CCCC#N.CCCC#N"}



Entry 2:
{"formula": "C35H57N3O13", "method": "ωB97M-V/def2-TZVPD", "symbols": ["O", "C", "O", "C", "C", "C", "H", "H", "H", "H", "H", "H", "O", "C", "O", "C", "C", "C", "H", "H", "H", "H", "H", "H", "O", "C", "O", "C", "C", "C", "H", "H", "H", "H", "H", "H", "O", "C", "O", "C", "C", "C", "H", "H", "H", "H", "H", "H", "O", "C", "O", "C", "C", "C", "H", "H", "H", "H", "H", "H", "C", "O", "H", "H", "H", "H", "C", "O", "H", "H", "H", "H", "C", "O", "H", "H", "H", "H", "N", "C", "C", "C", "C", "H", "H", "H", "H", "H", "N", "C", "C", "C", "C", "H", "H", "H", "H", "H", "N", "C", "C", "C", "C", "H", "H", "H", "H", "H"], "coordinates": [[5.48, -4.79, -0.72], [4.80, -4.67, 0.26], [5.05, -5.38, 1.39], [4.30, -4.75, 2.45], [3.07, -4.16, 1.77], [3.73, -3.62, 0.49], [4.76, -4.08, 3.18], [4.02, -5.56, 3.13], [2.69, -3.34, 2.38], [2.33, -4.94, 1.62], [4.19, -2.64, 0.62], [3.03, -3.43, -0.32], [-1.15, 4.51, -1.86], [-1.67, 5.57, -2.07], [-0.98, 6.68, -2.28], [-1.83, 7.82, -2.48], [-3.11, 7.17, -2.98], [-3.16, 5.86, -2.17], [-1.35, 8.48, -3.21], [-1.99, 8.40, -1.57], [-3.03, 6.90, -4.04], [-3.99, 7.80, -2.86], [-3.76, 5.07, -2.61], [-3.52, 6.11, -1.17], [-5.31, 0.37, -1.93], [-4.40, -0.42, -1.93], [-3.38, -0.36, -1.06], [-2.44, -1.44, -1.26], [-2.81, -1.92, -2.64], [-4.33, -1.68, -2.81], [-2.57, -2.18, -0.47], [-1.40, -1.10, -1.33], [-2.67, -3.01, -2.70], [-2.23, -1.41, -3.40], [-4.85, -2.47, -2.27], [-4.60, -1.66, -3.85], [6.89, 0.07, 3.82], [5.81, 0.55, 3.66], [5.04, 0.24, 2.57], [3.78, 0.85, 2.60], [3.87, 1.94, 3.67], [5.01, 1.44, 4.56], [2.90, 0.23, 2.79], [3.56, 1.33, 1.64], [2.97, 1.92, 4.28], [4.02, 2.92, 3.23], [4.59, 0.74, 5.30], [5.51, 2.24, 5.10], [0.77, -1.78, 3.66], [0.01, -0.88, 3.86], [0.48, 0.34, 4.16], [-0.49, 1.36, 4.31], [-1.79, 0.71, 3.87], [-1.54, -0.78, 3.71], [-0.16, 2.21, 3.72], [-0.63, 1.72, 5.33], [-2.20, 1.15, 2.95], [-2.57, 0.83, 4.62], [-1.77, -1.17, 2.72], [-2.06, -1.42, 4.42], [0.35, -3.23, -3.28], [1.44, -2.79, -4.07], [0.49, -4.25, -2.91], [0.23, -2.66, -2.36], [-0.58, -3.19, -3.85], [1.53, -3.40, -4.81], [1.07, -0.09, -5.83], [0.15, -0.33, -4.78], [0.63, 0.58, -6.56], [2.03, 0.29, -5.48], [1.27, -0.99, -6.42], [0.53, -1.07, -4.28], [4.35, -0.41, -2.91], [4.08, -1.80, -3.14], [4.95, -0.27, -2.01], [4.86, -0.03, -3.80], [3.36, 0.04, -2.76], [3.29, -1.88, -3.68], [-0.02, 1.45, -0.94], [-0.05, 0.97, 0.34], [0.72, -0.17, 0.37], [1.28, -0.32, -0.93], [0.81, 0.70, -1.73], [-0.58, 2.21, -1.30], [-0.61, 1.55, 1.05], [0.92, -0.84, 1.19], [2.02, -1.06, -1.18], [0.95, 0.97, -2.76], [-4.83, 4.14, 2.30], [-5.22, 3.39, 1.21], [-4.07, 2.90, 0.65], [-2.98, 3.51, 1.27], [-3.44, 4.11, 2.41], [-5.43, 4.61, 2.95], [-6.25, 3.23, 0.95], [-4.00, 2.21, -0.18], [-1.97, 3.32, 0.94], [-2.97, 4.56, 3.27], [-1.60, -4.61, 0.01], [-0.83, -3.78, 0.78], [-1.22, -3.97, 2.07], [-2.40, -4.74, 2.07], [-2.61, -5.16, 0.77], [-1.50, -4.78, -0.98], [-0.03, -3.17, 0.39], [-0.73, -3.46, 2.88], [-2.95, -5.04, 2.95], [-3.37, -5.74, 0.27]], "mulliken_charge": [-0.582, 0.321, -0.354, -0.556, 0.116, 0.249, 0.233, 0.356, -0.033, 0.204, 0.047, -0.003, -0.525, 0.383, -0.354, -0.416, -0.562, -0.290, 0.300, 0.260, 0.284, 0.344, 0.353, 0.178, -0.612, 0.468, -0.156, 1.453, -0.275, -0.783, -0.254, -0.926, 0.225, 0.236, 0.282, 0.381, -0.579, 0.321, -0.327, 0.551, -0.341, -0.526, -0.281, 0.121, 0.074, 0.346, 0.239, 0.384, -0.595, 0.428, -0.290, -0.491, -0.335, 0.084, 0.325, 0.360, -0.159, 0.396, -0.085, 0.429, -0.806, -0.370, 0.438, 0.083, 0.514, 0.218, -0.718, -0.445, 0.288, 0.249, 0.260, 0.285, -0.306, -0.498, 0.231, 0.272, -0.017, 0.309, 0.587, -0.733, 0.284, -0.754, -1.181, 0.169, 0.066, 0.547, 0.564, 0.415, 0.006, -0.991, 0.140, -0.281, -0.949, 0.172, 0.463, 0.463, 0.521, 0.465, 0.089, -0.454, -0.337, -1.002, -0.710, 0.200, 0.623, 0.717, 0.473, 0.401], "orbital_gap_ev": 8.709, "e_homo_ha": -0.308, "max_force_ev_per_a": 2.50, "smiles": "c1cc[nH]c1.c1cc[nH]c1.c1cc[nH]c1.O=C1CCCO1.O=C1CCCO1.O=C1CCCO1.O=C1CCCO1.O=C1CCCO1.CO.CO.CO", "de_lowest_ev": 0.0000}



Entry 3:
{"formula": "C35H57NO5PPd", "method": "ωB97M-V/def2-TZVPD", "symbols": ["C", "C", "C", "C", "H", "H", "C", "H", "H", "C", "H", "H", "C", "C", "C", "O", "O", "O", "O", "C", "H", "H", "H", "C", "H", "H", "H", "O", "H", "H", "C", "C", "H", "H", "H", "H", "H", "H", "Pd", "C", "C", "C", "H", "C", "C", "H", "H", "H", "H", "C", "C", "C", "H", "C", "C", "H", "H", "H", "H", "C", "C", "C", "C", "P", "N", "C", "C", "C", "C", "C", "C", "C", "C", "H", "H", "H", "H", "H", "H", "H", "H", "H", "H", "H", "H", "H", "H", "H", "H", "H", "H", "H", "H", "H", "H", "H", "H", "H", "H", "H"], "coordinates": [[1.97, 7.28, -1.70], [2.01, 6.01, -0.82], [1.87, 6.67, -3.12], [2.69, 5.38, -3.08], [2.24, 7.37, -3.87], [0.83, 6.47, -3.33], [2.90, 5.04, -1.59], [0.99, 5.64, -0.74], [2.37, 6.20, 0.19], [2.56, 3.56, -1.48], [3.94, 5.21, -1.32], [3.65, 5.55, -3.55], [2.08, 4.08, -3.68], [0.73, 8.12, -1.48], [3.27, 8.06, -1.55], [3.88, 8.50, -2.50], [-0.29, 7.76, -0.95], [0.89, 9.34, -2.05], [3.84, 8.19, -0.33], [3.43, 9.16, 0.64], [2.96, 8.71, 1.51], [2.75, 9.88, 0.19], [4.33, 9.67, 0.95], [-0.09, 10.33, -1.70], [-1.09, 9.98, -1.95], [0.16, 11.21, -2.27], [-0.06, 10.54, -0.63], [2.59, 3.05, -2.81], [1.57, 3.41, -1.03], [3.28, 2.98, -0.90], [2.62, 3.79, -5.07], [0.56, 4.03, -3.69], [0.14, 4.70, -4.44], [0.13, 4.30, -2.72], [0.24, 3.02, -3.92], [2.16, 2.90, -5.48], [3.70, 3.63, -5.03], [2.42, 4.62, -5.74], [0.00, 0.00, 0.00], [1.40, -1.83, 0.42], [2.20, -0.80, -0.12], [2.22, 0.28, 0.78], [2.67, -0.81, -1.09], [1.43, -0.08, 1.90], [0.94, -1.39, 1.68], [0.30, -1.94, 2.34], [1.19, -2.78, -0.03], [2.70, 1.23, 0.63], [1.22, 0.54, 2.75], [-2.32, -0.03, -0.56], [-2.13, -0.79, 0.61], [-1.69, 0.08, 1.63], [-2.31, -1.85, 0.72], [-1.56, 1.38, 1.08], [-1.97, 1.30, -0.27], [-1.94, 2.11, -0.99], [-2.60, -0.41, -1.52], [-1.46, -0.19, 2.64], [-1.24, 2.26, 1.60], [-1.40, -5.96, 0.79], [-0.93, -4.49, 0.93], [-1.85, -3.89, 2.04], [0.48, -4.68, 1.60], [-1.05, -3.54, -0.89], [-0.63, -1.87, -1.11], [0.18, -4.43, -2.19], [-0.42, -5.69, -2.84], [0.56, -3.43, -3.30], [1.53, -4.93, -1.60], [-2.91, -3.66, -1.66], [-3.50, -5.10, -1.73], [-4.03, -2.91, -0.87], [-2.93, -3.08, -3.08], [-1.32, -6.51, 1.76], [-0.79, -6.51, 0.06], [-2.45, -6.05, 0.54], [-1.81, -4.50, 2.96], [-1.56, -2.88, 2.36], [-2.91, -3.88, 1.74], [1.17, -5.29, 1.02], [1.03, -3.81, 1.91], [0.37, -5.23, 2.56], [-1.28, -5.47, -3.49], [0.31, -6.17, -3.53], [-0.69, -6.46, -2.10], [1.11, -2.57, -2.88], [1.22, -3.91, -4.05], [-0.32, -3.04, -3.84], [2.17, -4.17, -1.13], [1.36, -5.79, -0.93], [2.16, -5.36, -2.40], [-3.86, -5.45, -0.75], [-4.43, -5.12, -2.34], [-2.85, -5.87, -2.15], [-3.96, -1.83, -0.87], [-5.02, -3.08, -1.35], [-4.14, -3.27, 0.16], [-2.54, -2.04, -3.10], [-2.35, -3.68, -3.79], [-3.96, -3.06, -3.50]], "mulliken_charge": [3.292, -1.987, -2.002, -0.147, 0.361, 0.522, 0.687, 0.463, 0.541, -1.036, 0.516, 0.476, 1.999, -0.515, -0.010, -0.591, -0.513, -0.176, -0.271, -0.820, 0.287, 0.259, 0.308, -0.982, 0.315, 0.285, 0.327, -0.558, 0.210, 0.210, -1.883, -2.137, 0.401, 0.295, 0.511, 0.424, 0.430, 0.334, 0.530, 1.047, -0.705, -0.320, 0.384, -0.912, -0.204, 0.332, -0.623, 0.140, 0.456, 0.299, 0.387, -0.704, -0.164, -0.530, -1.339, 0.445, 0.103, 0.553, 0.453, -3.033, 5.740, -2.440, -2.427, -1.375, -0.305, 4.502, -2.689, -1.921, -2.403, 4.542, -2.672, -2.258, -2.145, 0.867, 0.164, -0.008, 0.461, -0.046, 0.273, 0.244, 0.263, 0.428, 0.344, 0.467, 0.203, 0.136, 0.481, 0.139, 0.129, 0.350, 0.568, 0.456, 0.579, 0.066, 0.312, 0.473, 0.127, 0.212, 0.297, 0.445], "charge": -1, "orbital_gap_ev": [0.982, 6.117], "e_homo_ha": [0.032, -0.158], "max_force_ev_per_a": 5.07, "spin_multiplicity": 5, "de_lowest_ev": 3.1631, "s2": 6.021}



Entry 4:
{"formula": "C35H58ClIN3O3S", "method": "ωB97M-V/def2-TZVPD", "symbols": ["C", "C", "C", "C", "C", "C", "C", "C", "C", "C", "C", "C", "C", "C", "Cl", "C", "C", "C", "C", "I", "C", "N", "S", "N", "C", "C", "C", "C", "C", "O", "C", "C", "O", "H", "H", "H", "H", "H", "H", "H", "H", "H", "H", "H", "H", "H", "H", "H", "H", "H", "H", "H", "H", "H", "H", "H", "H", "H", "H", "H", "H", "H", "H", "H", "H", "H", "H", "H", "H", "H", "H", "H", "H", "C", "C", "C", "C", "C", "C", "N", "O", "C", "C", "C", "H", "H", "H", "H", "H", "H", "H", "H", "H", "H", "H", "H", "H", "H", "H", "H", "H", "H"], "coordinates": [[-6.01, 4.71, -3.09], [-5.21, 3.40, -2.79], [-3.84, 3.67, -2.07], [-2.60, 3.27, -2.91], [-1.92, 4.44, -3.64], [-1.08, 5.37, -2.73], [0.43, 5.00, -2.70], [1.09, 5.32, -1.32], [0.49, 4.34, -0.25], [1.51, 3.59, 0.60], [1.29, 3.54, 2.07], [0.09, 4.25, 2.71], [-1.19, 3.32, 2.76], [-2.33, 4.07, 2.03], [-3.76, 3.01, 1.75], [2.11, 2.86, 2.92], [1.91, 2.73, 4.42], [1.12, 1.43, 4.75], [0.72, 1.33, 6.22], [-0.37, -0.51, 6.62], [3.25, 2.17, 2.36], [4.10, 1.47, 3.11], [5.20, 0.95, 2.03], [4.62, 1.56, 0.65], [3.49, 2.23, 0.94], [2.60, 2.94, 0.08], [2.89, 2.91, -1.42], [3.40, 1.52, -1.96], [2.53, 1.02, -3.15], [1.55, 0.08, -2.68], [2.03, -1.17, -2.50], [1.43, -1.94, -1.31], [2.85, -1.72, -3.21], [-7.08, 4.47, -3.03], [-5.78, 5.07, -4.10], [-5.82, 5.47, -2.32], [-5.08, 2.78, -3.69], [-5.86, 2.81, -2.12], [-3.81, 4.69, -1.67], [-3.85, 3.00, -1.19], [-1.90, 2.72, -2.26], [-2.95, 2.55, -3.67], [-1.30, 4.00, -4.45], [-2.71, 5.02, -4.16], [-1.51, 5.34, -1.71], [-1.15, 6.39, -3.14], [0.99, 5.41, -3.55], [0.46, 3.89, -2.82], [2.18, 5.29, -1.38], [0.81, 6.37, -1.12], [-0.14, 3.60, -0.77], [-0.19, 4.92, 0.38], [0.31, 4.50, 3.76], [-0.12, 5.21, 2.22], [-1.50, 3.22, 3.81], [-0.96, 2.35, 2.30], [-2.66, 4.87, 2.71], [-2.02, 4.56, 1.11], [2.91, 2.59, 4.87], [1.50, 3.62, 4.91], [1.81, 0.59, 4.55], [0.28, 1.27, 4.06], [1.58, 1.28, 6.90], [0.10, 2.17, 6.56], [2.05, 3.20, -2.05], [3.71, 3.63, -1.59], [3.38, 0.74, -1.19], [4.41, 1.67, -2.36], [3.20, 0.62, -3.92], [1.96, 1.83, -3.64], [2.17, -1.89, -0.49], [1.32, -2.99, -1.62], [0.48, -1.49, -1.00], [0.13, -7.26, 2.43], [-0.73, -6.59, 1.33], [-1.74, -7.61, 0.77], [-1.11, -8.67, -0.14], [-0.28, -8.03, -1.25], [0.77, -7.03, -0.74], [0.16, -6.04, 0.23], [-0.47, -5.22, -0.40], [1.95, -7.78, -0.08], [1.43, -6.33, -1.94], [-1.48, -5.48, 2.07], [0.36, -8.30, 2.23], [1.07, -6.72, 2.59], [-0.39, -7.26, 3.38], [-2.51, -7.08, 0.19], [-2.25, -8.10, 1.59], [-0.49, -9.35, 0.44], [-1.89, -9.28, -0.58], [0.22, -8.81, -1.83], [-0.96, -7.52, -1.95], [2.65, -7.09, 0.38], [2.50, -8.35, -0.83], [1.64, -8.51, 0.67], [0.70, -5.83, -2.59], [1.95, -7.05, -2.56], [2.16, -5.59, -1.61], [-0.80, -4.74, 2.47], [-2.04, -5.91, 2.90], [-2.21, -4.98, 1.43]], "mulliken_charge": [-1.161, -0.512, -0.229, -0.610, -0.977, -0.228, -0.356, -1.547, 0.723, -0.483, 0.325, -1.742, -0.567, -0.271, -0.222, 0.021, -1.813, -0.340, -1.198, -0.029, 1.257, -0.651, 0.041, -0.632, 0.064, 0.922, 0.522, -0.606, -0.671, -0.289, 0.602, -0.603, -0.593, 0.364, 0.266, 0.317, 0.288, 0.361, 0.344, -0.017, 0.218, 0.448, 0.434, 0.412, -0.025, 0.447, 0.443, -0.046, 0.519, 0.431, -0.038, -0.087, 0.388, 1.003, 0.305, 0.421, 0.403, 0.018, 0.558, 0.563, 0.398, 0.420, 0.463, 0.459, -1.078, 0.474, 0.405, 0.255, 0.286, 0.388, 0.295, 0.002, 0.340, -1.698, 1.529, -1.181, -0.510, -1.194, 1.439, 0.884, -0.331, -1.647, -1.821, -1.842, 0.323, 0.373, 0.485, 0.414, 0.367, 0.337, 0.403, 0.401, 0.390, 0.408, 0.472, 0.303, 0.391, 0.484, 0.485, 0.480, 0.473, 0.392], "charge": 1, "orbital_gap_ev": 3.061, "e_homo_ha": -0.371, "max_force_ev_per_a": 6.64}